Entry 1:
A single C9H7N molecule in a non-equilibrium geometry, computed with ωB97M-V/def2-TZVPD.

Positions of all 17 atoms, in Å:
H (-0.51466, 1.54217, 1.85447)
C (-0.82057, -1.71318, 1.68831)
H (-0.33339, -4.31904, -0.03155)
C (-0.04614, -3.30731, -0.24831)
C (0.60871, -1.63232, -1.42202)
H (-0.17022, 1.34873, -1.69120)
H (1.20597, -1.13024, -2.16166)
C (-0.35938, -2.17539, 0.53433)
C (0.01492, -1.01359, -0.31569)
H (-1.63395, -0.31480, 3.09491)
C (-0.49360, 0.54551, 1.44114)
C (-0.04068, 0.30372, 0.16645)
H (0.13795, 2.39112, -0.29135)
C (-1.07581, -0.51255, 2.19848)
N (0.51798, -2.96280, -1.39063)
H (1.42664, 1.37315, -0.95047)
C (0.35814, 1.42746, -0.74293)

Structure (SMILES) ... CC1=CC=C=C2C=NC=C21
Lowest unoccupied orbital energy (alpha / beta) ... -0.009 / -0.067 Eh
Molar mass ... 129.16 g/mol
Energy above the lowest of the compared OMol25 structures with the same formula, charge and spin ... 267.9 kJ/mol
Highest occupied orbital energy (alpha / beta) ... -8.07 / -8.27 eV
Maximum force ... 0.0594 Eh/bohr


Entry 2:
A molecular structure, C13H22IN3O7Tc in a non-equilibrium geometry, computed with ωB97M-V/def2-TZVPD.

Positions of all 47 atoms, in Å:
I (9.31499, 7.88724, 3.82291)
N (3.97587, 11.86707, 5.14807)
H (7.94774, 13.28616, 4.80202)
H (5.77685, 8.19316, 4.39400)
C (7.34769, 5.73197, 7.77793)
C (7.93109, 11.29874, 5.71704)
H (7.33327, 11.69661, 10.46120)
N (7.16754, 10.29986, 6.17048)
C (5.02205, 10.40717, 9.41945)
C (9.34548, 8.31018, 5.95378)
C (7.31730, 11.26844, 9.48341)
O (8.25850, 6.78892, 8.16696)
H (9.86276, 7.42700, 6.45872)
C (5.85063, 10.45010, 5.89306)
H (4.93837, 6.63085, 4.83677)
O (5.86977, 8.39659, 8.25492)
H (5.11005, 9.68460, 6.14696)
H (9.93422, 9.25866, 6.03810)
H (3.83503, 12.79504, 4.77190)
N (6.08461, 12.59819, 4.98787)
H (4.89238, 7.21390, 10.15691)
C (5.26648, 11.61412, 5.34900)
O (6.03462, 11.31879, 8.93292)
O (4.63111, 8.18299, 10.09414)
H (8.86494, 7.27523, 10.02115)
H (8.93754, 5.51156, 9.59299)
H (6.51237, 5.71820, 8.50356)
H (7.92441, 5.58638, 5.71750)
C (7.03995, 5.79886, 6.29882)
H (7.81774, 4.78712, 8.04999)
Tc (7.80987, 8.57009, 6.97615)
C (5.90572, 7.17005, 4.72188)
H (3.24977, 11.15740, 5.27589)
H (6.30158, 5.01521, 6.05958)
C (7.88810, 9.82718, 9.59582)
H (6.45971, 6.70810, 3.86596)
H (10.17516, 6.69619, 8.95544)
O (8.64746, 9.41127, 8.51488)
H (7.93306, 11.84273, 8.76316)
C (5.26446, 8.93362, 9.22029)
C (9.14012, 6.51208, 9.30484)
O (7.65024, 9.10215, 10.53782)
H (9.00783, 11.16453, 5.83319)
C (7.37494, 12.46062, 5.19907)
H (4.80741, 10.61902, 10.46119)
O (6.55237, 7.09949, 5.95512)
H (4.10104, 10.79119, 8.93004)

Lowest unoccupied orbital energy (alpha / beta) ... -0.288 / -0.397 Eh
Molar mass ... 557.24 g/mol
<S²> ... 3.81
Energy above the lowest of the compared OMol25 structures with the same formula, charge and spin ... 50.1 kJ/mol
Highest occupied orbital energy (alpha / beta) ... -14.58 / -14.06 eV
2S+1 ... 4
Maximum force ... 0.0875 Eh/bohr
Net charge ... +2


Entry 3:
A single C16H25N2O5P molecule in a non-equilibrium geometry, computed with ωB97M-V/def2-TZVPD.

Positions of all 49 atoms, in Å:
C (-0.51952, 1.57642, 3.11904)
C (4.72728, 0.13604, -1.92751)
O (1.38920, -1.83341, 0.74242)
C (3.21573, 0.50920, -1.81248)
H (-2.23322, -1.94165, -2.62241)
H (2.33484, 1.58889, 2.29115)
H (0.32848, 3.82748, 0.38392)
H (0.74468, 6.07977, -0.36212)
H (5.31787, 0.91589, -1.44322)
H (1.71212, -0.56096, 2.96222)
H (-0.41846, -0.39099, 4.00763)
H (-3.98766, -3.69108, -2.42492)
C (-3.66758, -3.16918, -1.56198)
C (-1.38369, -0.56756, 2.17359)
H (-1.85986, -4.36785, -1.45533)
H (0.38510, 3.79594, -1.41102)
H (4.87801, -0.81230, -1.41212)
C (0.94837, -0.08183, 2.30998)
O (2.88073, 0.56743, -0.44092)
C (-2.67586, -4.02270, -0.76904)
H (-1.26780, -3.99790, 0.80231)
P (1.65278, 1.56214, -0.03329)
C (0.97105, 3.94774, -0.47426)
H (-2.09546, -0.15129, -0.94996)
H (-3.83400, -1.20237, -2.36990)
C (-2.52928, -1.09099, -0.65519)
C (-0.37125, 0.10316, 3.02923)
H (-0.69291, -2.17097, -0.68783)
C (1.55370, 5.33439, -0.48435)
O (2.06617, 3.09211, -0.43107)
H (3.08049, 1.44602, -2.31792)
C (-2.05024, -3.33419, 0.46866)
N (0.35398, 2.25396, 2.44768)
C (-3.04293, -1.82431, -1.91690)
H (-4.59299, -3.03347, -0.96349)
H (-3.20570, -4.91489, -0.46370)
H (2.28133, 5.50543, 0.37098)
N (-0.79659, -1.24289, 1.12451)
H (5.01639, 0.00162, -2.96051)
H (2.05963, 5.57595, -1.41120)
H (2.58102, -0.25662, -2.23637)
C (0.55190, -1.09981, 1.24872)
C (1.35265, 1.36021, 1.84672)
H (-3.35697, -0.83112, 0.01075)
H (-2.82962, -3.25036, 1.23378)
O (-2.57625, -0.57050, 2.47332)
O (0.41706, 1.18400, -0.79679)
H (-1.33187, 2.03043, 3.67265)
C (-1.48083, -1.98301, 0.07655)

Structure (SMILES) ... CCOP(=O)(OCC)[C@H]1N=C[C@H]2C(=O)N(C3CCCCC3)C(=O)[C@H]21
Lowest unoccupied orbital energy ... 0.025 Eh
Molar mass ... 356.36 g/mol
Energy above the lowest of the compared OMol25 structures with the same formula, charge and spin ... 19.0 kJ/mol
Highest occupied orbital energy ... -9.89 eV
Maximum force ... 0.0710 Eh/bohr


Entry 4:
A single C6H10F5NO3 molecule in a non-equilibrium geometry, computed with ωB97M-V/def2-TZVPD.

Positions of all 25 atoms, in Å:
N (-2.38177, -0.23424, -0.36132)
O (0.41588, -1.31951, -1.04411)
H (1.95900, 1.54763, 0.87827)
C (0.13226, -0.88622, 0.28309)
H (-4.23245, -0.14803, -1.26439)
C (-1.57183, -0.76732, 0.59606)
H (2.85465, -0.52060, -1.18439)
C (2.76288, 0.40386, -0.82499)
O (0.57396, 0.42155, 0.28660)
H (3.83120, 0.94658, -0.94587)
H (2.25047, 1.07249, -1.55015)
H (0.55881, -1.60553, 0.94969)
F (-4.42429, 0.17093, 0.64113)
H (2.19444, -0.11139, 1.28818)
F (-1.80246, 0.01763, 3.97564)
C (-3.81586, -0.52264, -0.39687)
O (-1.52976, -0.14588, 1.83025)
H (-3.85988, -1.56068, -0.14300)
H (-2.02179, -1.74590, 2.86415)
C (1.97655, 0.55529, 0.47582)
C (-1.38803, -0.84266, 2.97949)
H (-2.31688, 0.82145, -0.28524)
F (-0.07221, -1.03731, 3.33275)
F (-1.92201, -2.09903, 0.81982)
F (-0.39033, -2.40497, -1.42945)

Structure (SMILES) ... CCO[C@H](OF)[C@](F)(NCF)OC(F)F
Lowest unoccupied orbital energy ... 0.031 Eh
Molar mass ... 239.14 g/mol
Energy above the lowest of the compared OMol25 structures with the same formula, charge and spin ... 279.3 kJ/mol
Highest occupied orbital energy ... -10.28 eV
Maximum force ... 0.1216 Eh/bohr


Entry 5:
A molecular structure, C26H33Cl3HgN4OSSbSe6, computed with ωB97M-V/def2-TZVPD.

Positions of all 76 atoms, in Å:
H (-2.40950, 1.11572, -3.71723)
C (-1.59893, 1.16293, 4.40358)
H (-3.48042, -3.68774, -3.92083)
H (-4.57810, -2.38461, -3.45799)
N (1.17524, 0.61135, -1.24181)
H (-1.31308, 1.18404, 5.45597)
C (-0.64067, 1.75170, -0.81483)
Se (-0.00009, 1.46953, 3.32443)
C (1.86586, -3.59519, 3.12772)
C (-2.55388, -2.15210, -2.78368)
C (-3.33254, -1.90185, -5.15620)
N (-0.82325, 0.48268, -0.32872)
C (4.21405, 2.93536, -0.73559)
C (-2.65720, 2.21787, 4.13618)
C (-4.47731, 3.72381, 2.55314)
H (1.71666, -0.31691, 2.99678)
H (4.84531, -1.55558, 0.54438)
H (-3.45133, 2.13196, 4.88006)
C (-3.35869, -0.38315, -4.98783)
C (3.30478, -2.31171, 1.83471)
H (-3.13193, 0.12558, -5.92994)
C (3.51285, 1.94343, -0.06750)
Cl (5.21331, 2.53578, -2.11332)
H (-2.35459, -2.20498, -5.54809)
H (0.46929, -1.21724, -0.38405)
C (-3.28672, -0.11970, -1.72216)
C (2.71213, 2.33755, 1.00233)
H (-3.79654, 4.56782, 2.66273)
H (-1.41083, 2.50101, -0.72997)
C (2.10583, -3.07863, 1.90039)
H (-4.35971, -0.06491, -4.67595)
H (2.13733, 1.57864, 1.51396)
C (4.15351, 4.26988, -0.36039)
H (1.00009, -0.47691, 4.61304)
H (4.52369, 0.23566, -0.87060)
H (-2.22916, 3.22041, 4.21281)
N (-2.56514, -0.67772, -2.67711)
H (1.04456, -4.23929, 3.40063)
C (2.51624, 0.22237, -1.61190)
H (-1.96984, 0.16735, 4.15582)
H (1.98489, 3.93714, 2.22941)
N (-3.91129, 0.38679, -0.88773)
H (-5.06279, 3.85076, 1.64476)
C (-3.56767, -2.60602, -3.82231)
Se (-1.76123, -3.47866, 1.08753)
Cl (5.39904, -1.44420, 3.41348)
H (-5.15117, 3.67587, 3.40814)
C (2.62246, 3.65809, 1.40201)
C (3.35350, 4.61049, 0.71276)
Cl (3.26796, 6.28484, 1.19781)
H (2.50302, -0.84708, -1.83113)
S (3.09641, -3.16525, 4.24764)
C (3.93616, -2.28297, 3.03955)
C (3.75198, -1.61123, 0.59764)
C (0.78621, -0.29086, 3.56301)
H (1.10910, 2.66889, -1.86277)
C (3.52872, 0.49363, -0.48702)
C (-2.35479, 0.04656, -3.92310)
Se (-2.32443, -5.82427, -2.17678)
H (-1.54168, -2.46384, -3.05474)
H (-2.75960, -2.57401, -1.80059)
H (4.71821, 5.01818, -0.89651)
H (2.80945, 0.75571, -2.51800)
H (1.46186, -3.25334, 1.04969)
Sb (-0.52910, -4.85558, -0.87744)
H (-4.07725, -2.21329, -5.89410)
O (3.22687, -0.27966, 0.64881)
Se (0.95126, -3.39109, -2.16377)
Se (0.54188, -6.41623, 0.61974)
Hg (-2.27591, -0.87311, 1.42684)
C (0.59466, 1.85378, -1.38095)
H (0.11280, -1.04720, 3.16318)
Se (-3.47933, 2.05381, 2.36419)
C (0.28137, -0.17220, -0.58765)
H (3.36465, -2.15052, -0.27415)
H (-1.33753, -0.17818, -4.26045)

Lowest unoccupied orbital energy (alpha / beta) ... 0.122 / 0.122 Eh
Molar mass ... 1352.11 g/mol
<S²> ... 0.77
Energy above the lowest of the compared OMol25 structures with the same formula, charge and spin ... 0.0 kJ/mol
Highest occupied orbital energy (alpha / beta) ... -1.24 / -1.54 eV
2S+1 ... 2
Maximum force ... 0.0106 Eh/bohr
Net charge ... -2